57
Properties=species:S:1:pos:R:3:nbo_charge:R:1 method="wB97M-V/def2-TZVPD" fmax_ha_per_bohr=0.0728 e_tot_ha=-1620.23591 orbital_gap_ev=7.128 total_charge=+1
C 4.799 0.253 2.430 -0.2464
O 4.459 1.599 2.185 -0.5470
C 4.534 1.999 0.824 -0.0686
C 3.260 2.741 0.427 -0.4323
C 2.327 2.043 -0.584 -0.3933
C 2.304 0.526 -0.544 -0.3892
C 1.738 -0.040 0.749 -0.3946
C 1.908 -1.569 0.761 -0.4086
C 0.767 -2.327 1.421 -0.3862
C -0.320 -2.746 0.438 -0.3977
C -1.369 -1.655 0.288 -0.4211
C -2.507 -2.051 -0.673 -0.5891
S -2.564 -1.064 -2.161 1.0955
C -3.146 0.553 -1.618 -0.5680
C -4.511 0.479 -0.949 -0.4393
C -4.577 1.427 0.238 -0.0592
O -3.379 1.420 0.961 -0.5596
C -3.524 1.069 2.338 -0.2449
N -0.911 -0.789 -2.535 -0.7224
C -0.319 -1.895 -3.249 0.9539
O 0.773 -2.335 -2.971 -0.4369
F -1.061 -2.380 -4.214 -0.2715
C -0.717 0.457 -3.226 0.9514
O -0.875 0.646 -4.397 -0.4541
F -0.347 1.391 -2.400 -0.2645
H 4.639 -0.386 1.571 0.1593
H 4.152 -0.107 3.221 0.1805
H 5.812 0.172 2.800 0.1814
H 5.346 2.714 0.755 0.1824
H 4.793 1.185 0.161 0.1692
H 2.697 3.019 1.304 0.2233
H 3.571 3.667 -0.036 0.2137
H 1.316 2.358 -0.344 0.1904
H 2.492 2.386 -1.595 0.2042
H 3.249 0.071 -0.798 0.2031
H 1.621 0.201 -1.328 0.1774
H 2.196 0.429 1.610 0.2210
H 0.684 0.205 0.784 0.1726
H 2.855 -1.786 1.235 0.2175
H 2.016 -1.886 -0.268 0.1990
H 0.332 -1.779 2.248 0.2011
H 1.173 -3.242 1.830 0.2213
H -0.825 -3.608 0.860 0.2072
H 0.102 -3.040 -0.511 0.2079
H -1.767 -1.406 1.257 0.2295
H -0.881 -0.763 -0.085 0.2223
H -2.379 -3.089 -0.942 0.2694
H -3.455 -1.998 -0.165 0.2793
H -2.383 0.984 -0.979 0.2874
H -3.233 1.147 -2.516 0.2661
H -4.813 -0.522 -0.678 0.2138
H -5.244 0.807 -1.669 0.2427
H -5.432 1.182 0.853 0.2000
H -4.760 2.425 -0.143 0.1901
H -3.802 1.946 2.899 0.1952
H -4.247 0.271 2.461 0.1695
H -2.570 0.691 2.669 0.1957